1.
A cluster of 2 separate species, C2H3BrO2 in total in a non-equilibrium geometry, computed with wB97M-V/def2-TZVPD.

Geometry as XYZ:
```
8
Properties=species:S:1:pos:R:3:lowdin_charge:R:1
Br -3.187 0.934 -0.183 -0.506
O -0.518 -1.505 -1.963 0.310
O -0.235 0.123 -0.257 0.001
C -0.467 -0.701 -1.129 -0.244
C 0.957 0.251 0.696 0.134
H 1.947 0.012 0.310 0.116
H 0.716 -0.397 1.397 0.044
H 0.786 1.285 1.129 0.146
```

The calculation puts the frontier orbital gap (spin up / spin down) at 6.11 / 6.11 eV. Its largest force on an atom is 4.72 eV Å⁻¹. Its total energy is -2802.37562 a.u. The calculation puts the energy above the lowest of the compared OMol25 structures with the same formula, charge and spin at 3.753 eV. The spin multiplicity is 1.

2.
A cluster of 3 separate species, C23H46NO9P in total, computed with wB97M-V/def2-TZVPD.

Geometry as XYZ:
```
80
Properties=species:S:1:pos:R:3:lowdin_charge:R:1
P 0.428 1.419 -5.273 0.881
O 0.110 0.661 -3.813 -0.339
O -2.295 -7.284 1.582 0.121
O 0.296 4.971 -3.513 0.055
O 2.841 -0.115 4.150 0.123
O -2.356 -5.192 2.444 0.034
O 3.351 -2.215 3.478 0.032
O 1.333 -1.795 4.122 -0.005
O -4.216 -6.254 2.169 0.003
O -0.386 4.699 -5.623 0.126
N -1.125 1.850 -5.837 -0.175
C -1.870 1.665 -1.528 -0.227
C 2.543 -1.263 3.943 -0.614
C 1.102 3.048 -4.600 -0.287
C -2.893 -6.334 2.018 -0.613
C -4.932 -7.416 1.738 -0.038
C -2.551 2.687 -0.618 -0.210
C -2.038 -0.998 1.756 -0.094
C 5.499 -1.771 4.558 -0.064
C 3.751 3.343 -1.728 -0.098
C -1.904 4.072 -0.638 -0.195
C 2.987 3.706 -3.014 -0.191
C -0.924 -5.099 2.317 -0.203
C 0.351 -0.885 4.629 -0.038
C -0.999 -0.341 0.828 -0.243
C 0.478 3.914 -2.518 -0.262
C 4.718 -1.813 3.264 -0.208
C 1.591 3.064 -3.138 -0.264
C -1.230 -0.653 -0.654 -0.226
C 0.246 4.305 -4.692 -0.493
C -0.507 -4.777 0.900 -0.054
C 0.636 4.489 -1.124 -0.103
C -2.314 0.212 -1.296 -0.195
C -0.454 4.094 -0.118 -0.174
H -0.590 -1.425 4.590 0.086
H 3.577 3.390 -3.877 0.106
H 5.444 -2.733 5.068 0.082
H 5.113 -2.570 2.590 0.122
H -1.007 -3.868 0.560 0.063
H 0.298 0.007 4.008 0.095
H -1.474 2.761 -5.570 0.016
H -1.497 -1.710 -0.754 0.100
H -2.598 -0.240 -2.249 0.103
H -2.582 2.323 0.416 0.107
H -0.399 4.812 0.702 0.108
H -0.471 -6.026 2.668 0.124
H 4.742 2.950 -1.956 0.068
H 0.578 -0.606 5.657 0.099
H 2.883 4.790 -3.100 0.122
H -2.481 -0.271 2.438 0.070
H -3.594 2.786 -0.934 0.115
H 4.729 -0.849 2.757 0.122
H -1.803 1.138 -5.588 0.031
H 0.571 -4.615 0.863 0.083
H 0.685 5.578 -1.201 0.131
H -0.757 -5.588 0.218 0.078
H -1.019 0.744 0.961 0.085
H -3.210 0.205 -0.664 0.110
H 5.113 -0.998 5.220 0.076
H 3.895 4.203 -1.074 0.069
H 1.607 2.084 -2.662 0.128
H -4.856 -7.530 0.658 0.097
H 1.600 4.171 -0.731 0.096
H -4.543 -8.309 2.223 0.095
H -0.647 -4.296 2.998 0.114
H 0.356 -0.266 -3.894 0.036
H -0.205 3.125 0.324 0.104
H -1.567 -1.783 2.346 0.046
H 0.001 -0.686 1.100 0.098
H -2.862 -1.430 1.185 0.073
H -2.506 4.732 -0.011 0.107
H -0.434 3.311 -2.578 0.110
H 3.232 2.571 -1.157 0.071
H 6.546 -1.552 4.346 0.081
H -2.070 1.952 -2.565 0.102
H -1.967 4.490 -1.648 0.115
H -5.964 -7.244 2.027 0.093
H -0.782 1.722 -1.414 0.090
H -0.298 -0.507 -1.209 0.097
H 1.946 3.263 -5.265 0.112
```

The calculation puts the frontier orbital gap at 9.21 eV. Its structure (SMILES) is CCCCCCCCC[C@H]1OC(=O)[C@H](P(N)O)[C@H]1CC.CCOC(=O)OC.CCOC(=O)OC. Its largest force on an atom is 0.56 eV Å⁻¹. Its total energy is -1977.30331 a.u. The spin multiplicity is 1.

3.
A cluster of 2 separate species, C5H13NO2 in total in a non-equilibrium geometry, computed with wB97M-V/def2-TZVPD.

Geometry as XYZ:
```
21
Properties=species:S:1:pos:R:3:lowdin_charge:R:1
O 1.805 -1.684 0.065 -0.098
O 3.897 -1.576 -1.731 -0.047
N -2.684 2.011 0.408 -0.028
C 0.627 -1.411 0.843 -0.234
C -3.503 1.059 0.352 -0.072
C 0.369 0.119 0.877 -0.174
C -1.293 1.878 0.010 -0.245
C -0.652 0.500 -0.236 -0.182
H 1.322 0.647 0.908 0.116
H -3.329 0.022 0.050 0.064
H 2.134 -0.838 -0.223 0.049
H -0.198 -1.981 0.410 0.108
H -4.550 1.219 0.597 0.062
H 3.587 -2.287 -1.197 0.004
H -1.321 2.362 -0.976 0.116
H 0.036 0.580 -1.080 0.111
H 3.542 -1.790 -2.602 0.044
H -0.721 2.470 0.724 0.110
H -0.077 0.414 1.839 0.111
H -1.461 -0.192 -0.417 0.080
H 0.758 -1.832 1.846 0.108
```

The calculation puts the frontier orbital gap at 10.40 eV. Its structure (SMILES) is C=NCCCCO.O. Its largest force on an atom is 2.76 eV Å⁻¹. Its total energy is -403.47973 a.u. The calculation puts the energy above the lowest of the compared OMol25 structures with the same formula, charge and spin at 2.636 eV. The spin multiplicity is 1.

4.
A cluster of 4 separate species, C17H26O13 in total, computed with wB97M-V/def2-TZVPD.

Geometry as XYZ:
```
56
Properties=species:S:1:pos:R:3:lowdin_charge:R:1
O -1.542 -3.722 -3.059 0.036
O -0.046 -2.959 4.584 0.163
O 0.602 0.717 -0.199 0.052
O -2.807 -5.536 -3.281 0.062
O 0.738 -1.498 3.057 0.051
O -2.412 1.486 0.584 -0.063
O 1.957 -1.120 -0.395 0.040
O -0.627 2.478 2.590 0.146
O -0.127 4.548 1.856 0.067
O 1.266 3.502 3.229 0.053
O -3.374 -3.963 -1.768 0.175
O 1.910 2.355 0.606 0.147
O 0.969 -1.050 5.220 0.060
C 1.764 0.312 -2.239 -0.056
C 1.214 -0.143 3.127 -0.109
C -0.243 -1.207 -1.461 -0.085
C 0.099 3.425 2.564 -0.578
C 0.496 -1.937 4.313 -0.573
C 1.900 1.771 -1.779 -0.043
C 0.881 5.511 2.193 -0.099
C 1.996 4.629 2.733 -0.112
C 0.985 -0.365 -1.086 -0.468
C 1.537 1.701 -0.323 -0.438
C 1.768 -0.077 4.536 -0.103
C -2.650 -4.369 -2.615 -0.563
C -0.806 -4.602 -3.912 -0.112
C -2.380 1.491 -0.832 -0.265
C -1.881 -5.574 -4.371 -0.113
C -1.548 -0.932 -0.700 -0.161
C -2.499 0.068 -1.375 -0.162
H -1.321 -0.572 0.304 0.107
H -1.442 1.932 -1.192 0.104
H 2.840 2.276 -1.978 0.126
H -1.699 2.041 0.920 0.043
H 0.477 6.183 2.951 0.132
H 1.229 0.243 -3.183 0.115
H -1.530 -6.593 -4.507 0.131
H -2.278 0.118 -2.448 0.109
H 2.812 -0.390 4.593 0.131
H 2.671 4.279 1.952 0.117
H -3.200 2.107 -1.217 0.112
H 1.646 0.894 5.008 0.129
H -0.029 -5.091 -3.324 0.134
H -0.424 -1.104 -2.533 0.107
H 1.148 6.073 1.303 0.133
H 0.051 -2.246 -1.309 0.117
H 1.957 0.019 2.350 0.122
H -3.529 -0.281 -1.292 0.112
H -2.070 -1.879 -0.573 0.102
H 2.559 5.077 3.547 0.132
H 1.553 -1.453 0.419 0.105
H 0.378 0.535 2.970 0.111
H -0.355 -4.027 -4.716 0.131
H 2.725 -0.186 -2.334 0.125
H -2.391 -5.233 -5.274 0.132
H 1.083 2.339 -2.235 0.132
```

The calculation puts the frontier orbital gap at 9.97 eV. Its structure (SMILES) is O=C1CC[C@](O)(CCCCO)O1.O=C1OCCO1.O=C1OCCO1.O=C1OCCO1. Its largest force on an atom is 0.50 eV Å⁻¹. Its total energy is -1641.54835 a.u. The spin multiplicity is 1.

5.
A structure of composition C26H62O24Tl in a non-equilibrium geometry, computed with wB97M-V/def2-TZVPD.

Geometry as XYZ:
```
113
Properties=species:S:1:pos:R:3:lowdin_charge:R:1
Tl -1.887 4.296 1.516 1.138
O -2.752 -3.776 0.956 -0.067
O 4.249 1.277 2.210 -0.058
O -0.210 0.828 6.854 -0.039
O 0.906 -1.609 -1.514 0.157
O 4.634 1.065 -2.403 -0.045
O -0.111 2.110 2.229 0.031
O -0.911 -1.521 -3.902 -0.094
O 6.261 -0.656 2.032 -0.034
O 1.774 -3.070 -5.937 -0.066
O 2.470 -1.464 0.826 0.175
O -4.040 -1.080 1.223 -0.039
O 2.500 2.368 -4.061 -0.053
O 0.050 -3.444 1.010 -0.054
O -3.612 3.946 -0.867 -0.187
O -4.472 1.284 -4.729 -0.046
O -1.553 1.958 -0.031 0.014
O -3.629 1.788 2.121 -0.115
O 2.277 -4.614 2.208 -0.024
O -4.995 4.442 1.745 -0.120
O 5.341 -4.430 -2.101 -0.043
O -3.059 3.711 4.182 -0.156
O 3.824 -2.109 -2.241 -0.060
O -3.169 3.436 -3.533 -0.077
O -2.415 -0.553 5.714 -0.072
C 5.248 -2.032 -2.368 -0.240
C 3.451 1.681 -1.921 -0.238
C -0.176 -2.480 -4.683 -0.223
C 0.748 -0.741 -0.640 -0.315
C 5.867 -3.338 -2.833 -0.251
C 0.262 -3.309 2.406 -0.239
C -0.243 0.496 5.479 -0.255
C -4.944 4.436 -0.719 -0.219
C 0.123 1.224 1.440 -0.302
C -3.377 1.475 3.487 -0.241
C -2.624 2.105 -3.425 -0.213
C -3.847 2.540 4.426 -0.199
C -3.202 -2.968 -0.126 -0.189
C -5.580 3.911 0.569 -0.240
C 1.187 0.251 1.588 0.213
C 5.222 1.369 1.178 -0.230
C 5.875 0.022 0.865 -0.257
C 1.119 -1.971 -5.270 -0.224
C -3.108 -1.487 0.258 -0.235
C -0.357 0.078 -0.846 0.208
C 1.685 -3.524 2.887 -0.251
C -3.061 1.255 -4.609 -0.237
C 2.341 1.478 -2.944 -0.225
C -1.088 -0.759 5.228 -0.231
C 1.566 -0.672 0.608 -0.350
C -0.722 1.110 0.160 -0.298
H -0.540 1.308 4.819 0.095
H -2.370 -0.538 6.677 0.091
H -4.992 5.529 -0.665 0.126
H -2.531 4.002 -3.978 0.117
H 1.816 -1.691 -4.479 0.098
H 3.540 2.750 -1.716 0.133
H -0.526 -1.581 -3.018 0.022
H -0.900 -2.943 -5.357 0.125
H -5.493 2.825 0.622 0.113
H -2.924 1.709 -2.454 0.106
H -3.145 -0.889 -0.652 0.124
H -1.529 2.156 -3.405 0.121
H -3.681 2.206 5.450 0.130
H 5.632 -1.712 -1.398 0.095
H -3.541 3.717 -1.820 0.038
H 1.806 0.320 2.474 0.140
H -5.660 4.902 2.262 0.099
H 5.531 -1.266 -3.093 0.110
H 6.715 0.168 0.180 0.124
H -2.513 1.605 -5.494 0.125
H 3.722 0.486 2.064 0.041
H -0.908 -3.525 0.893 0.037
H -3.807 0.980 1.632 0.057
H -2.931 4.192 5.004 0.097
H -4.907 2.719 4.225 0.127
H 6.023 2.020 1.543 0.122
H -3.465 -4.236 1.403 0.108
H -2.623 -3.218 -1.014 0.130
H -6.638 4.158 0.436 0.128
H 6.758 -0.051 2.594 0.096
H -1.280 -0.903 4.163 0.096
H 3.511 -1.225 -2.450 0.029
H 5.672 -3.420 -3.908 0.119
H -2.756 0.218 -4.448 0.105
H -2.321 1.214 3.574 0.089
H 0.338 0.140 7.250 0.098
H 2.270 -2.617 2.660 0.092
H 6.947 -3.221 -2.676 0.119
H -0.313 -4.123 2.873 0.126
H 0.774 0.310 5.097 0.116
H 1.055 -1.172 -6.013 0.122
H -2.104 -1.389 0.703 0.108
H -4.251 -3.212 -0.313 0.134
H 5.119 -0.557 0.331 0.099
H -0.612 -1.626 5.695 0.122
H 3.109 1.201 -0.994 0.098
H -3.905 0.549 3.742 0.125
H 2.360 0.477 -3.368 0.106
H 1.364 1.699 -2.501 0.107
H 5.279 1.750 -2.604 0.107
H 0.097 -3.361 -4.088 0.129
H -4.189 -1.785 1.863 0.105
H 5.733 -5.208 -2.514 0.088
H 2.887 1.853 -4.774 0.087
H 2.674 -5.202 2.856 0.090
H -4.712 2.205 -4.549 0.078
H 1.755 -3.608 3.974 0.124
H 4.815 1.919 0.327 0.090
H -5.542 4.064 -1.554 0.129
H -1.049 -0.107 -1.658 0.132
H -0.150 -2.354 2.755 0.092
H 1.669 -2.950 -6.883 0.081
```

The calculation puts the frontier orbital gap at 3.91 eV. Its largest force on an atom is 3.66 eV Å⁻¹. Its total energy is -3005.55028 a.u. The calculation puts the energy above the lowest of the compared OMol25 structures with the same formula, charge and spin at 0.000 eV. The charge is +1. The spin multiplicity is 1.

6.
The ion C4H10N3 with charge +1 in a non-equilibrium geometry, computed with wB97M-V/def2-TZVPD.

Geometry as XYZ:
```
17
Properties=species:S:1:pos:R:3:lowdin_charge:R:1
N -0.931 -1.211 -0.534 0.225
N -0.442 0.303 -0.288 -0.042
N 1.755 -1.095 -0.473 0.160
C 1.381 -0.624 0.959 -0.105
C 0.409 0.543 0.867 -0.195
C -2.957 0.214 0.154 0.036
C -1.711 -0.350 -0.283 -0.383
H 0.841 -1.460 1.406 0.127
H 0.765 -1.013 -0.928 0.119
H -2.725 1.143 0.619 0.089
H 2.497 -0.502 -0.850 0.163
H -0.104 0.581 1.818 0.117
H 2.148 -2.012 -0.584 0.151
H 2.345 -0.321 1.434 0.144
H -3.432 -0.492 0.846 0.113
H -3.679 0.427 -0.631 0.111
H 0.739 1.627 0.575 0.171
```

The calculation puts the frontier orbital gap at 10.63 eV. Its structure (SMILES) is CC1=NN1CC[NH3+]. Its largest force on an atom is 4.42 eV Å⁻¹. Its total energy is -322.30740 a.u. The calculation puts the energy above the lowest of the compared OMol25 structures with the same formula, charge and spin at 4.168 eV. The charge is +1. The spin multiplicity is 1.

Repeat the sixth record exactly.
The ion C4H10N3 with charge +1 in a non-equilibrium geometry, computed with wB97M-V/def2-TZVPD.

Geometry as XYZ:
```
17
Properties=species:S:1:pos:R:3:lowdin_charge:R:1
N -0.931 -1.211 -0.534 0.225
N -0.442 0.303 -0.288 -0.042
N 1.755 -1.095 -0.473 0.160
C 1.381 -0.624 0.959 -0.105
C 0.409 0.543 0.867 -0.195
C -2.957 0.214 0.154 0.036
C -1.711 -0.350 -0.283 -0.383
H 0.841 -1.460 1.406 0.127
H 0.765 -1.013 -0.928 0.119
H -2.725 1.143 0.619 0.089
H 2.497 -0.502 -0.850 0.163
H -0.104 0.581 1.818 0.117
H 2.148 -2.012 -0.584 0.151
H 2.345 -0.321 1.434 0.144
H -3.432 -0.492 0.846 0.113
H -3.679 0.427 -0.631 0.111
H 0.739 1.627 0.575 0.171
```

The calculation puts the frontier orbital gap at 10.63 eV. Its structure (SMILES) is CC1=NN1CC[NH3+]. Its largest force on an atom is 4.42 eV Å⁻¹. Its total energy is -322.30740 a.u. The calculation puts the energy above the lowest of the compared OMol25 structures with the same formula, charge and spin at 4.168 eV. The charge is +1. The spin multiplicity is 1.

Please write out number 1 again, unchanged.
A cluster of 2 separate species, C2H3BrO2 in total in a non-equilibrium geometry, computed with wB97M-V/def2-TZVPD.

Geometry as XYZ:
```
8
Properties=species:S:1:pos:R:3:lowdin_charge:R:1
Br -3.187 0.934 -0.183 -0.506
O -0.518 -1.505 -1.963 0.310
O -0.235 0.123 -0.257 0.001
C -0.467 -0.701 -1.129 -0.244
C 0.957 0.251 0.696 0.134
H 1.947 0.012 0.310 0.116
H 0.716 -0.397 1.397 0.044
H 0.786 1.285 1.129 0.146
```

The calculation puts the frontier orbital gap (spin up / spin down) at 6.11 / 6.11 eV. Its largest force on an atom is 4.72 eV Å⁻¹. Its total energy is -2802.37562 a.u. The calculation puts the energy above the lowest of the compared OMol25 structures with the same formula, charge and spin at 3.753 eV. The spin multiplicity is 1.